ORCA calculation (ωB97M-V/def2-TZVPD) on 15 unconnected molecules or ions with the total composition C86H194N8O22 in a non-equilibrium geometry.

Calculated values
**ΔE to the lowest compared entry with this formula, charge and spin**: 160.8 kcal per mole
**E_HOMO**: -7.74 eV
**Molecular weight**: 1692.53 g/mol
**Electronic energy**: -149275.508 eV
**Spin multiplicity**: 1
**Gap between HOMO and LUMO**: 7.773 eV

Element x y z (Å)
O (18.398, 20.903, 9.944)
H (10.739, 10.731, 15.930)
H (23.035, 14.391, 17.753)
H (20.372, 23.118, 9.793)
N (13.218, 10.978, 13.643)
H (23.350, 13.456, 11.382)
C (23.495, 16.878, 14.083)
H (17.570, 19.365, 13.448)
C (21.661, 14.118, 23.907)
C (17.612, 20.277, 12.853)
C (11.015, 11.822, 13.315)
H (19.041, 18.649, 11.120)
C (10.775, 22.066, 13.937)
H (12.450, 14.131, 16.266)
H (18.844, 14.290, 11.514)
O (23.345, 17.110, 15.472)
H (17.891, 13.925, 14.979)
H (15.600, 15.609, 17.345)
H (18.775, 23.330, 9.178)
C (11.676, 11.111, 15.524)
H (28.152, 17.041, 16.222)
C (18.503, 14.423, 15.730)
C (20.067, 16.426, 15.863)
H (11.732, 12.187, 15.688)
C (18.094, 22.273, 19.321)
C (14.589, 20.753, 16.294)
C (17.389, 13.576, 17.764)
O (20.680, 11.552, 19.460)
H (16.130, 11.077, 13.216)
H (24.570, 16.941, 13.915)
H (22.327, 12.356, 21.979)
H (20.728, 19.167, 11.478)
H (21.349, 10.894, 19.664)
H (19.122, 13.272, 25.111)
H (18.431, 24.550, 21.778)
C (14.596, 8.994, 14.542)
H (21.287, 25.224, 21.776)
H (17.283, 21.094, 13.495)
C (18.193, 15.829, 22.940)
C (12.222, 12.553, 19.807)
C (19.936, 21.091, 13.332)
H (27.160, 15.464, 20.541)
H (15.702, 17.765, 22.271)
H (19.923, 20.601, 14.306)
O (23.180, 19.073, 13.289)
H (17.876, 18.584, 17.543)
H (18.191, 23.001, 22.370)
O (20.950, 10.255, 16.549)
H (26.650, 17.778, 18.779)
H (16.853, 20.254, 12.072)
H (24.149, 22.634, 16.688)
H (20.242, 22.871, 14.432)
H (13.281, 14.195, 18.839)
H (21.146, 14.408, 25.822)
C (26.839, 15.864, 17.610)
C (21.989, 10.999, 11.425)
O (24.358, 22.106, 14.748)
H (19.343, 24.375, 12.622)
H (9.953, 22.658, 14.340)
H (21.345, 21.907, 17.969)
H (16.922, 13.596, 23.973)
H (21.814, 13.089, 24.232)
O (19.375, 13.655, 20.957)
H (21.937, 12.829, 14.402)
C (14.177, 10.889, 16.012)
H (15.543, 20.247, 16.445)
C (20.063, 20.774, 20.199)
H (15.829, 14.599, 15.862)
C (22.154, 13.391, 21.681)
O (20.135, 24.374, 19.451)
O (14.569, 13.404, 20.167)
H (14.944, 10.481, 16.670)
C (18.730, 22.849, 11.292)
H (25.652, 13.932, 16.331)
H (11.997, 20.912, 18.038)
C (19.229, 16.986, 17.043)
H (28.176, 16.920, 18.892)
H (11.638, 16.394, 14.461)
C (23.521, 20.560, 16.390)
H (22.154, 10.110, 12.034)
H (15.301, 17.102, 19.915)
C (17.171, 23.252, 11.514)
N (25.405, 15.444, 17.548)
H (10.819, 11.454, 12.308)
H (21.789, 13.435, 20.655)
H (18.203, 15.469, 19.364)
H (13.985, 8.408, 15.229)
H (18.798, 20.996, 22.023)
H (16.347, 22.640, 11.147)
H (19.816, 11.965, 17.736)
H (27.857, 13.989, 17.078)
C (20.828, 12.008, 18.140)
H (16.482, 10.981, 14.911)
H (12.758, 13.320, 14.285)
H (17.636, 22.501, 20.284)
H (13.761, 18.773, 20.691)
H (19.697, 18.503, 12.710)
H (14.619, 12.552, 20.607)
C (17.574, 13.376, 23.127)
H (20.949, 16.554, 18.188)
C (20.265, 17.386, 18.023)
H (14.511, 18.042, 15.617)
C (10.812, 20.832, 16.123)
H (16.550, 13.632, 18.457)
H (19.123, 23.964, 23.369)
H (17.539, 21.550, 18.724)
C (19.403, 23.550, 10.042)
H (10.263, 9.293, 14.016)
C (27.902, 14.764, 17.844)
C (21.307, 15.764, 22.072)
H (22.638, 22.377, 15.732)
H (11.666, 23.688, 15.595)
C (16.621, 16.331, 11.616)
H (22.327, 15.942, 21.730)
N (19.006, 21.409, 11.034)
H (12.723, 22.630, 16.620)
H (20.531, 21.941, 23.322)
C (12.686, 14.844, 15.476)
H (10.103, 21.558, 16.519)
H (19.355, 24.822, 19.787)
O (13.512, 21.076, 13.480)
H (10.945, 19.497, 17.973)
O (15.802, 17.079, 10.748)
H (17.124, 13.355, 22.134)
H (22.924, 11.192, 10.900)
H (13.787, 16.204, 20.049)
C (19.362, 13.534, 10.925)
H (13.312, 20.324, 12.919)
H (20.337, 15.638, 9.568)
H (23.275, 15.826, 13.904)
C (20.067, 11.910, 12.761)
H (18.930, 19.103, 16.417)
H (19.097, 11.372, 10.927)
C (24.776, 14.972, 18.801)
N (20.243, 23.222, 20.195)
H (20.531, 17.229, 15.291)
H (19.887, 10.901, 13.131)
H (11.401, 12.840, 13.268)
C (14.403, 10.487, 14.503)
H (18.638, 14.827, 25.283)
H (26.891, 16.368, 15.320)
O (12.398, 11.247, 20.133)
H (20.982, 20.943, 13.061)
C (18.967, 23.763, 22.309)
H (16.949, 12.752, 17.201)
H (14.722, 8.472, 13.594)
H (12.472, 10.955, 17.377)
H (13.313, 15.566, 15.997)
H (13.586, 11.501, 11.956)
H (17.485, 20.813, 10.226)
H (21.720, 17.507, 13.129)
H (18.243, 13.220, 18.340)
H (22.856, 19.314, 14.160)
C (17.660, 14.873, 16.941)
C (13.534, 13.220, 19.255)
C (15.693, 15.857, 12.723)
H (13.122, 17.737, 21.881)
C (12.436, 22.917, 15.609)
H (14.948, 16.639, 10.742)
H (24.325, 13.125, 19.824)
H (18.623, 22.557, 14.286)
H (14.355, 21.047, 17.318)
C (20.258, 21.842, 18.006)
C (19.290, 14.239, 24.638)
H (10.113, 20.152, 15.637)
C (19.537, 22.483, 13.697)
H (21.737, 21.712, 22.048)
H (20.267, 9.908, 17.128)
C (20.709, 14.738, 24.880)
C (19.830, 20.870, 21.699)
C (19.023, 20.474, 12.219)
H (21.296, 24.304, 23.272)
O (22.882, 14.089, 11.932)
C (11.834, 10.743, 14.077)
H (22.504, 10.743, 17.755)
H (17.151, 16.029, 23.189)
H (27.794, 14.379, 18.858)
C (15.694, 11.235, 14.202)
H (23.098, 13.935, 21.664)
C (21.609, 13.248, 9.491)
H (10.208, 21.251, 13.487)
H (21.312, 10.735, 10.612)
N (21.618, 13.514, 11.863)
H (11.888, 13.144, 20.660)
C (19.255, 15.532, 14.938)
H (20.462, 16.019, 11.294)
N (19.806, 13.859, 22.250)
C (20.694, 21.958, 22.245)
H (21.752, 13.870, 8.607)
H (18.047, 12.171, 12.051)
H (23.405, 12.263, 13.727)
H (20.799, 18.239, 17.603)
H (18.801, 16.506, 23.541)
H (19.957, 15.141, 14.201)
N (12.765, 20.691, 14.617)
O (10.409, 14.736, 14.613)
H (24.389, 19.903, 16.327)
H (11.724, 10.839, 20.682)
C (25.149, 13.547, 19.250)
C (11.603, 20.135, 17.383)
C (20.895, 13.934, 10.678)
H (22.156, 11.881, 16.415)
H (16.280, 16.321, 15.975)
C (14.062, 17.997, 21.395)
H (20.681, 15.826, 24.819)
H (13.312, 18.876, 17.518)
C (20.914, 15.459, 10.476)
C (18.778, 14.365, 23.164)
C (19.067, 12.173, 11.666)
C (14.249, 18.819, 14.898)
H (15.564, 12.305, 14.363)
H (19.828, 12.593, 13.576)
H (17.888, 12.333, 23.172)
H (14.839, 21.579, 15.629)
H (9.637, 14.954, 15.140)
H (22.674, 14.934, 19.387)
C (23.655, 22.034, 15.923)
C (26.589, 16.340, 20.233)
C (14.557, 16.727, 20.617)
H (15.609, 8.784, 14.884)
H (17.421, 16.960, 12.007)
H (10.976, 16.205, 15.955)
H (22.964, 16.045, 18.138)
C (13.558, 19.949, 15.629)
C (20.278, 23.325, 21.684)
H (13.828, 12.609, 18.402)
C (21.721, 11.229, 17.172)
H (22.223, 11.086, 14.246)
H (24.691, 15.487, 20.881)
H (28.911, 15.174, 17.872)
H (22.333, 23.810, 21.843)
H (22.600, 14.669, 23.949)
H (18.350, 16.059, 21.886)
H (21.170, 12.290, 9.212)
H (19.966, 17.689, 19.027)
H (24.234, 21.363, 14.153)
H (22.201, 19.086, 16.106)
H (16.296, 15.670, 13.611)
H (15.197, 14.952, 21.260)
H (20.631, 23.291, 12.048)
H (24.501, 16.824, 19.816)
H (22.645, 12.980, 9.700)
C (21.176, 14.251, 22.433)
C (12.747, 10.476, 16.437)
C (25.102, 15.929, 19.973)
O (15.175, 15.863, 21.563)
H (9.988, 11.917, 13.667)
H (17.021, 23.338, 12.590)
H (16.975, 24.232, 11.078)
O (17.807, 16.129, 18.790)
H (14.349, 14.492, 13.050)
H (19.905, 20.959, 17.473)
C (16.253, 15.369, 16.506)
C (19.611, 23.336, 12.430)
O (13.297, 14.108, 14.381)
H (11.566, 8.989, 12.831)
H (23.941, 16.557, 15.984)
H (13.314, 23.223, 15.040)
H (21.088, 20.472, 19.986)
H (19.108, 13.572, 16.042)
H (25.383, 12.846, 18.449)
C (11.337, 9.340, 13.837)
O (15.088, 18.502, 22.228)
C (21.557, 12.107, 12.391)
H (11.788, 8.588, 14.485)
C (27.098, 16.784, 18.810)
O (22.442, 19.912, 15.678)
H (26.729, 17.176, 20.918)
H (21.885, 15.926, 10.313)
C (12.668, 19.264, 16.729)
H (12.037, 18.502, 16.273)
H (19.640, 12.741, 20.834)
C (22.785, 17.705, 13.013)
C (22.336, 12.051, 13.752)
H (13.738, 18.220, 14.145)
C (19.697, 19.149, 11.832)
H (15.132, 19.198, 14.384)
H (21.147, 16.493, 22.866)
H (23.295, 20.581, 17.456)
H (17.598, 18.119, 15.888)
H (17.030, 15.466, 11.094)
H (23.198, 17.566, 12.014)
H (20.855, 16.027, 21.115)
H (18.085, 23.224, 18.789)
H (14.990, 16.628, 13.039)
O (25.082, 14.702, 16.371)
C (11.729, 21.613, 15.078)
H (19.381, 19.959, 19.956)
C (23.329, 15.096, 18.531)
H (19.878, 22.678, 17.419)
H (14.157, 11.976, 16.088)
H (18.850, 13.365, 9.977)
H (25.959, 13.577, 19.979)
H (20.073, 19.900, 22.132)
C (21.385, 24.220, 22.189)
C (27.115, 16.721, 16.326)
H (20.890, 15.765, 16.135)
C (11.367, 15.590, 15.145)
H (12.631, 9.410, 16.633)
C (18.371, 18.198, 16.652)
H (11.472, 12.676, 19.026)
N (18.461, 15.850, 17.666)
O (14.847, 14.822, 12.299)
C (19.634, 22.056, 19.462)
H (19.479, 24.637, 10.027)
H (26.583, 17.669, 16.407)
H (18.449, 16.114, 14.490)
H (11.358, 22.631, 13.211)
H (21.114, 13.059, 18.133)
O (13.493, 10.623, 12.335)